Version A
Below is C15H28I2O4S2TiTl as an isolated structure, with properties calculated with wB97M-V/def2-TZVPD.

Each line ends with the natural charge from an NBO analysis.
Geometry (Å):
I (0.336, -3.268, 1.538)  0.465
I (-0.018, 0.071, -5.296)  0.641
Tl (0.559, 1.256, -2.568)  0.808
Ti (0.225, -0.875, 0.688)  0.772
S (1.708, -1.186, -1.254)  0.031
S (-1.252, -0.713, -1.166)  -0.034
C (1.946, 0.056, 1.215)  0.491
C (3.560, -1.321, -1.563)  -0.048
C (-3.087, -0.370, -1.139)  -0.064
C (3.742, -1.156, -3.068)  -0.631
C (4.323, -0.233, -0.834)  -0.652
C (3.984, -2.723, -1.145)  -0.648
C (-3.573, -0.664, -2.564)  -0.629
C (-3.342, 1.107, -0.811)  -0.655
C (-3.710, -1.384, -0.184)  -0.643
C (2.936, 2.757, -1.937)  0.495
C (-0.942, 3.651, -1.888)  0.513
O (2.821, 0.752, 1.581)  -0.270
O (3.733, 3.429, -2.407)  -0.320
O (-1.727, 4.471, -2.036)  -0.322
H (3.379, -0.180, -3.409)  0.186
H (3.195, -1.937, -3.605)  0.239
H (4.811, -1.240, -3.309)  0.293
H (3.844, 0.751, -0.933)  0.189
H (5.328, -0.160, -1.291)  0.286
H (4.477, -0.467, 0.222)  0.235
H (3.718, -2.942, -0.103)  0.225
H (5.075, -2.829, -1.261)  0.293
H (3.498, -3.466, -1.792)  0.246
H (-4.653, -0.458, -2.607)  0.288
H (-3.397, -1.719, -2.812)  0.242
H (-3.047, -0.034, -3.296)  0.194
H (-4.265, 1.207, -0.222)  0.282
H (-3.482, 1.670, -1.746)  0.244
H (-2.515, 1.596, -0.280)  0.200
H (-4.792, -1.191, -0.124)  0.286
H (-3.279, -1.352, 0.826)  0.210
H (-3.547, -2.394, -0.589)  0.246
C (-2.744, 0.727, 3.559)  -0.667
C (-1.929, 0.857, 2.295)  -0.079
O (-0.749, 0.023, 2.320)  -0.582
C (-0.067, 0.000, 3.577)  -0.082
C (0.384, 1.374, 4.028)  -0.658
H (-2.989, -0.314, 3.793)  0.244
H (-3.679, 1.266, 3.391)  0.279
H (-2.282, 1.166, 4.443)  0.248
H (-2.522, 0.513, 1.445)  0.208
H (-1.602, 1.877, 2.075)  0.206
H (-0.740, -0.470, 4.309)  0.252
H (0.800, -0.658, 3.444)  0.201
H (-0.463, 2.053, 4.157)  0.245
H (0.892, 1.253, 4.987)  0.288
H (1.116, 1.819, 3.348)  0.210

The spin multiplicity is 2. As for the charge: +4. Its HOMO energy (spin up / spin down) is -21.396 / -21.824 eV. The value obtained for the gap between HOMO and LUMO (spin up / spin down) is 4.0 / 4.8 eV. For the LUMO energy (spin up / spin down), the calculation gives -17.356 / -17.042 eV.


Version B
Below is C15H28I2O4S2TiTl as an isolated structure, with properties calculated with wB97M-V/def2-TZVPD.

Each line ends with the natural charge from an NBO analysis.
Geometry (Å):
I (3.359, 1.339, -1.848)  0.455
I (1.935, 1.314, -4.124)  0.591
Tl (-3.360, -0.159, -1.234)  0.792
Ti (-0.284, 0.180, 0.601)  1.179
S (-1.092, 1.729, -1.026)  -0.186
S (-0.697, -1.595, -0.687)  -0.176
C (-1.580, 0.358, 2.032)  0.417
C (-1.453, 3.637, -0.764)  0.040
C (0.468, -2.673, -2.087)  0.244
C (-2.465, 4.157, -1.774)  -0.662
C (-1.972, 3.854, 0.649)  -0.649
C (-0.087, 4.257, -1.036)  -0.645
C (-0.009, -2.243, -3.462)  -0.690
C (0.061, -4.107, -1.760)  -0.696
C (1.932, -2.360, -1.863)  -0.692
C (-4.531, 0.405, 1.465)  0.441
C (-4.164, -2.313, 0.572)  0.453
O (-2.361, 0.594, 2.897)  -0.196
O (-5.169, 1.007, 2.188)  -0.368
O (-4.333, -3.385, 0.908)  -0.371
H (-3.456, 3.715, -1.634)  0.233
H (-2.142, 3.968, -2.803)  0.235
H (-2.568, 5.248, -1.658)  0.291
H (-2.867, 3.245, 0.841)  0.218
H (-2.253, 4.912, 0.779)  0.292
H (-1.222, 3.605, 1.408)  0.206
H (0.648, 3.929, -0.294)  0.206
H (-0.139, 5.354, -1.025)  0.287
H (0.257, 3.925, -2.023)  0.206
H (0.482, -2.865, -4.226)  0.304
H (0.244, -1.196, -3.674)  0.203
H (-1.093, -2.376, -3.562)  0.248
H (0.590, -4.823, -2.405)  0.304
H (-1.015, -4.249, -1.923)  0.249
H (0.270, -4.372, -0.715)  0.242
H (2.575, -2.995, -2.500)  0.308
H (2.237, -2.499, -0.818)  0.234
H (2.158, -1.313, -2.123)  0.190
C (3.003, -2.487, 2.006)  -0.670
C (1.580, -1.955, 1.937)  -0.082
O (1.499, -0.551, 1.469)  -0.624
C (2.275, 0.318, 2.371)  -0.088
C (1.852, 0.157, 3.826)  -0.652
H (3.603, -2.228, 1.133)  0.227
H (2.959, -3.576, 2.065)  0.284
H (3.518, -2.171, 2.916)  0.251
H (0.973, -2.515, 1.221)  0.202
H (1.090, -2.010, 2.921)  0.225
H (3.345, 0.090, 2.257)  0.246
H (2.124, 1.333, 1.987)  0.196
H (2.119, -0.825, 4.234)  0.252
H (2.383, 0.912, 4.415)  0.292
H (0.774, 0.302, 3.952)  0.205

The spin multiplicity is 2. As for the charge: +4. Its HOMO energy (spin up / spin down) is -21.410 / -21.375 eV. The value obtained for the gap between HOMO and LUMO (spin up / spin down) is 5.9 / 4.8 eV. For the LUMO energy (spin up / spin down), the calculation gives -15.492 / -16.569 eV.


Which is most stable, and by how much? version B, by 1.104 eV.


Version A
Below is one molecule with the formula C15H15NO4, with properties calculated with wB97M-V/def2-TZVPD.

Each line ends with the natural charge from an NBO analysis.
Geometry (Å):
C (-0.596, -3.054, 0.382)  -0.620
C (-0.593, -1.965, -0.688)  -0.058
N (-1.801, -1.154, -0.574)  -0.612
C (-2.022, -0.297, 0.450)  0.633
O (-1.258, -0.122, 1.379)  -0.610
C (-3.304, 0.426, 0.344)  0.157
C (-3.850, 1.359, 1.185)  -0.244
C (-5.087, 1.730, 0.615)  -0.315
C (-5.206, 0.999, -0.528)  0.107
O (-4.138, 0.208, -0.704)  -0.406
C (0.617, -1.051, -0.655)  -0.027
C (0.694, -0.036, -1.605)  -0.209
C (1.764, 0.832, -1.632)  -0.233
C (2.787, 0.711, -0.700)  0.198
C (2.703, -0.285, 0.274)  0.289
C (1.626, -1.162, 0.284)  -0.245
O (3.662, -0.430, 1.247)  -0.498
C (4.492, 0.701, 1.375)  -0.097
C (4.956, 1.170, -0.003)  -0.095
O (3.851, 1.576, -0.778)  -0.484
H (0.276, -3.693, 0.275)  0.212
H (-1.491, -3.664, 0.278)  0.213
H (-0.597, -2.598, 1.368)  0.233
H (-0.634, -2.437, -1.678)  0.208
H (-2.513, -1.241, -1.280)  0.410
H (-3.408, 1.721, 2.090)  0.245
H (-5.790, 2.441, 1.000)  0.232
H (-5.976, 0.955, -1.273)  0.204
H (-0.095, 0.074, -2.336)  0.208
H (1.834, 1.615, -2.370)  0.224
H (1.607, -1.907, 1.059)  0.225
H (5.337, 0.399, 1.997)  0.200
H (3.943, 1.515, 1.867)  0.180
H (5.617, 2.035, 0.072)  0.199
H (5.483, 0.346, -0.505)  0.177

Its HOMO energy is -8.019 eV. The value obtained for the gap between HOMO and LUMO is 8.8 eV. For the LUMO energy, the calculation gives 0.735 eV.


Version B
Below is one molecule with the formula C15H15NO4, with properties calculated with wB97M-V/def2-TZVPD.

Each line ends with the natural charge from an NBO analysis.
Geometry (Å):
N (-0.681, 3.643, -3.690)  -0.834
C (-0.101, 4.494, -2.825)  0.640
O (-0.648, 5.464, -2.359)  -0.593
C (1.355, 4.126, -2.484)  -0.174
O (1.462, 2.922, -1.727)  -0.488
C (1.433, 1.759, -2.371)  0.825
O (1.301, 1.652, -3.567)  -0.625
C (1.561, 0.605, -1.412)  -0.517
C (0.229, 0.298, -0.798)  -0.093
C (-0.982, 0.844, -1.071)  0.119
O (-1.973, 0.313, -0.317)  -0.422
C (-1.393, -0.614, 0.481)  0.341
C (-2.016, -1.416, 1.431)  -0.251
C (-1.198, -2.278, 2.124)  -0.004
C (0.185, -2.348, 1.885)  -0.023
C (0.800, -1.561, 0.943)  -0.191
C (-0.009, -0.675, 0.229)  -0.125
C (0.810, -3.379, 2.781)  -0.425
C (-0.251, -3.593, 3.870)  -0.384
C (-1.588, -3.257, 3.192)  -0.427
H (-1.629, 3.818, -3.982)  0.404
H (-0.169, 2.865, -4.084)  0.426
H (1.775, 4.910, -1.852)  0.224
H (1.928, 4.028, -3.413)  0.208
H (1.926, -0.270, -1.955)  0.244
H (2.268, 0.863, -0.621)  0.242
H (-1.274, 1.610, -1.764)  0.208
H (-3.078, -1.352, 1.608)  0.223
H (1.863, -1.616, 0.762)  0.211
H (1.768, -3.057, 3.188)  0.216
H (0.977, -4.301, 2.216)  0.209
H (-0.233, -4.603, 4.276)  0.210
H (-0.076, -2.894, 4.689)  0.202
H (-2.321, -2.850, 3.888)  0.217
H (-2.023, -4.148, 2.729)  0.210

Its HOMO energy is -8.322 eV. The value obtained for the gap between HOMO and LUMO is 9.0 eV. For the LUMO energy, the calculation gives 0.717 eV.


Which is most stable, and by how much? version B, by 1.512 eV.


Version A
Below is one molecule with the formula C5H9O5P, with properties calculated with wB97M-V/def2-TZVPD.

Each line ends with the natural charge from an NBO analysis.
Geometry (Å):
C (-0.268, 0.693, 0.430)  -0.105
C (-1.557, 0.077, -0.104)  0.014
C (1.894, 1.171, -0.318)  0.162
C (-1.149, -1.429, -0.463)  -0.094
C (2.183, 2.022, 0.631)  -0.540
O (-1.561, -1.253, -3.243)  -1.061
O (0.779, 0.450, -0.461)  -0.506
O (-2.570, 0.165, 0.903)  -0.700
O (-1.107, -2.188, 0.618)  -0.673
O (-1.031, -3.506, -2.297)  -0.960
P (-1.729, -2.028, -2.004)  1.772
H (-0.473, 1.855, 0.557)  0.205
H (0.057, 0.258, 1.491)  0.178
H (-1.963, 0.747, -0.984)  0.232
H (2.632, 0.789, -1.065)  0.195
H (1.567, 2.221, 1.520)  0.206
H (3.060, 2.503, 0.623)  0.206
H (-2.344, -0.375, 1.620)  0.469
H (-0.343, -2.715, 0.617)  0.501
H (-0.687, -3.186, -3.145)  0.499

Its HOMO energy (spin up / spin down) is -8.866 / -8.867 eV. The value obtained for the gap between HOMO and LUMO (spin up / spin down) is 8.0 / 8.0 eV. For the LUMO energy (spin up / spin down), the calculation gives -0.888 / -0.889 eV.


Version B
Below is C5H9O5P as an isolated structure, with properties calculated with wB97M-V/def2-TZVPD.

Each line ends with the natural charge from an NBO analysis.
Geometry (Å):
C (-1.966, 2.436, -1.619)  0.750
C (-1.107, 0.056, -1.553)  -0.070
C (-1.966, 1.184, -1.259)  -0.589
C (1.541, -2.495, 0.124)  -0.259
C (1.271, 1.185, 1.736)  -0.263
O (-2.060, 3.573, -1.857)  -0.449
O (-1.359, -0.310, 1.471)  -1.080
O (-0.010, 0.030, -0.668)  -0.829
O (0.200, -2.113, 0.553)  -0.829
O (1.276, -0.132, 1.402)  -0.804
P (-0.110, -0.619, 0.774)  2.580
H (-1.615, -0.878, -1.543)  0.203
H (-0.610, 0.195, -2.539)  0.199
H (-2.780, 1.031, -0.665)  0.274
H (1.539, -2.921, -0.935)  0.194
H (1.802, -3.310, 0.766)  0.194
H (2.181, -1.650, 0.338)  0.214
H (0.788, 1.449, 2.771)  0.189
H (0.678, 1.726, 0.987)  0.184
H (2.306, 1.561, 1.715)  0.191

Its HOMO energy is -9.403 eV. The value obtained for the gap between HOMO and LUMO is 10.0 eV. For the LUMO energy, the calculation gives 0.581 eV.


Which is most stable, and by how much? version B, by 3.802 eV.


Version A
Below is an isolated ion of composition C4H9O2 and charge +1, with properties calculated with wB97M-V/def2-TZVPD.

Each line ends with the natural charge from an NBO analysis.
Geometry (Å):
C (1.471, 0.677, -0.213)  -0.136
C (0.342, 0.652, 0.874)  -0.083
C (-0.169, -1.576, 0.257)  0.088
C (-1.531, 0.144, -0.645)  -0.271
O (1.913, -0.551, -0.435)  -0.395
O (-0.645, -0.319, 0.412)  -0.308
H (1.109, 1.199, -1.118)  0.167
H (2.267, 1.288, 0.249)  0.254
H (0.750, 0.255, 1.807)  0.242
H (-0.137, 1.620, 1.029)  0.244
H (-0.434, -2.141, -0.619)  0.234
H (0.370, -2.002, 1.087)  0.237
H (-1.992, 1.076, -0.322)  0.245
H (-0.999, 0.282, -1.585)  0.237
H (-2.314, -0.603, -0.776)  0.246

As for the charge: +1. Its HOMO energy (spin up / spin down) is -14.902 / -14.239 eV. The value obtained for the gap between HOMO and LUMO (spin up / spin down) is 9.7 / 8.3 eV. For the LUMO energy (spin up / spin down), the calculation gives -5.223 / -5.954 eV.


Version B
Below is a 2-piece molecular cluster, C4H9O2 overall, with properties calculated with wB97M-V/def2-TZVPD.

Each line ends with the natural charge from an NBO analysis.
Geometry (Å):
C (0.404, -0.255, -0.035)  0.862
C (3.312, 0.184, -0.140)  -0.331
C (-1.513, -1.456, 0.789)  -0.284
C (-1.361, 1.348, -0.707)  -0.250
O (-0.112, -1.279, 0.410)  -0.445
O (0.010, 0.818, -0.474)  -0.454
H (3.779, -0.603, 0.388)  0.194
H (2.695, -0.034, -0.959)  0.168
H (3.171, 1.294, 0.274)  0.210
H (-2.218, -1.954, 0.040)  0.244
H (-1.837, -0.386, 1.007)  0.192
H (-1.393, -2.095, 1.650)  0.242
H (-1.216, 2.101, -1.399)  0.234
H (-2.016, 0.729, -1.142)  0.204
H (-1.706, 1.589, 0.300)  0.215

As for the charge: +1. Its HOMO energy (spin up / spin down) is -13.056 / -14.712 eV. The value obtained for the gap between HOMO and LUMO (spin up / spin down) is 6.8 / 10.4 eV. For the LUMO energy (spin up / spin down), the calculation gives -6.290 / -4.331 eV.


Which is most stable, and by how much? version A, by 0.839 eV.